No. 1
DFT (ωB97M-V/def2-TZVPD) results for a structure of composition C18H35N5O3PReS3Se in a non-equilibrium geometry.

Summary:
HOMO level (spin up / spin down) = -16.954 / -16.938 eV
orbital gap (spin up / spin down) = 5.90 / 6.23 eV
multiplicity = 2
F_max = 0.0284 hartree/bohr
energy relative to the best compared isomer or geometry (same formula, charge and spin) = 0.0 kJ/mol
<S²> = 1.117
total charge = +3
LUMO level (spin up / spin down) = -0.40611 / -0.39334 Eh

Last column: Mulliken spin population.
Geometry (Å):
Re: -0.219 0.126 1.519  1.212
N: -0.128 1.059 3.522  0.003
C: -1.205 0.708 4.504  0.004
C: -1.281 -0.792 4.733  0.006
C: -1.891 -1.583 3.590  -0.006
N: -0.976 -1.687 2.407  -0.021
H: 0.762 0.805 3.953  0.000
H: -0.088 2.076 3.436  0.001
H: -2.143 1.092 4.101  -0.004
H: -1.006 1.236 5.438  0.000
H: -1.896 -0.963 5.619  0.000
H: -0.294 -1.190 4.988  -0.002
H: -2.811 -1.111 3.239  -0.002
H: -2.145 -2.594 3.908  0.000
H: -1.459 -2.236 1.691  0.004
H: -0.173 -2.264 2.668  0.011
O: 1.583 -0.593 1.780  0.078
S: 3.003 0.137 1.915  0.012
C: 3.954 -0.536 0.521  0.005
C: 5.164 -1.228 1.148  0.000
C: 4.647 -1.925 2.401  0.001
C: 3.865 -0.856 3.159  0.000
H: 4.167 0.272 -0.174  0.000
H: 3.261 -1.238 0.050  -0.003
H: 5.929 -0.492 1.405  0.000
H: 5.604 -1.917 0.429  0.000
H: 5.452 -2.312 3.024  0.000
H: 3.994 -2.759 2.140  0.001
H: 4.516 -0.147 3.674  0.000
H: 3.113 -1.213 3.863  -0.003
C: -1.523 1.506 -4.840  -0.001
C: -2.091 0.967 -3.550  -0.001
C: -3.304 1.709 -3.060  0.003
O: -1.041 1.128 -2.474  -0.012
P: 0.142 0.149 -2.212  0.019
S: 1.846 1.013 -1.981  -0.001
S: -0.519 -0.937 -0.451  -0.247
O: 0.016 -0.944 -3.293  -0.005
C: 0.717 -2.261 -3.413  -0.001
C: -0.302 -3.215 -3.978  0.000
C: 1.937 -2.064 -4.277  0.000
H: -2.274 1.401 -5.622  0.000
H: -0.637 0.961 -5.151  0.000
H: -1.281 2.563 -4.741  0.000
H: -2.287 -0.105 -3.609  0.001
H: -3.090 2.775 -2.970  0.000
H: -3.645 1.317 -2.104  -0.002
H: -4.111 1.588 -3.780  0.000
H: 0.993 -2.548 -2.393  -0.002
H: -0.580 -2.923 -4.989  0.000
H: -1.198 -3.259 -3.361  0.000
H: 0.133 -4.212 -4.019  0.000
H: 1.648 -1.816 -5.297  0.000
H: 2.501 -2.997 -4.303  0.000
H: 2.587 -1.277 -3.895  0.000
Se: 0.950 3.395 -0.253  0.005
N: -0.531 4.252 -0.506  0.012
C: -1.554 3.529 0.002  -0.007
C: -2.943 3.756 -0.009  0.008
C: -3.745 2.793 0.573  -0.004
C: -3.214 1.621 1.138  0.013
N: -1.901 1.398 1.185  -0.046
C: -1.124 2.360 0.640  -0.010
N: 0.178 2.080 0.672  -0.016
H: -3.367 4.644 -0.458  -0.001
H: -4.818 2.920 0.584  0.000
H: -3.863 0.857 1.547  -0.002

No. 2
DFT (ωB97M-V/def2-TZVPD) results for a cluster of 3 separate species, C18H36Cl2N4O6SSi in total in a non-equilibrium geometry.

Summary:
HOMO level = -9.316 eV
orbital gap = 9.76 eV
SMILES = [H]/N=C\C[Si@](CCCCS(=O)(=O)O)(/C(Cl)=C(/C)Cl)N(C)C(C)=O.CN(C)C=O.CN(C)C=O
F_max = 0.0303 hartree/bohr
LUMO level = 0.01619 Eh

Last column: natural (NBO) charge in e.
Geometry (Å):
H: -3.344 0.090 1.694  0.352
N: -3.901 -0.016 0.842  -0.609
C: -3.551 -1.068 0.217  0.133
C: -2.403 -1.956 0.602  -1.015
Si: -0.993 -1.878 -0.647  1.901
C: -1.139 -0.400 -1.792  -0.929
C: -0.037 -0.349 -2.848  -0.388
C: -0.237 0.833 -3.819  -0.404
C: 0.715 2.006 -3.593  -0.685
S: 2.272 1.796 -4.427  2.364
O: 3.070 2.984 -4.349  -0.938
O: 2.030 1.300 -5.742  -0.927
O: 3.030 0.627 -3.643  -0.863
C: -0.821 -3.386 -1.774  -0.525
Cl: 0.813 -3.961 -2.063  -0.003
C: -1.788 -4.017 -2.449  0.006
C: -1.616 -5.167 -3.387  -0.665
Cl: -3.418 -3.447 -2.278  0.014
N: 0.526 -1.770 0.274  -0.876
C: 0.671 -2.940 1.171  -0.428
C: 0.632 -0.581 1.034  0.707
C: 1.124 0.667 0.348  -0.714
O: 0.379 -0.531 2.236  -0.609
H: -4.126 -1.301 -0.672  0.163
H: -2.722 -2.967 0.838  0.264
H: -2.015 -1.531 1.527  0.282
H: -2.086 -0.478 -2.322  0.250
H: -1.198 0.533 -1.237  0.240
H: -0.010 -1.266 -3.425  0.222
H: 0.939 -0.265 -2.387  0.183
H: -0.143 0.510 -4.850  0.243
H: -1.238 1.236 -3.722  0.217
H: 0.307 2.899 -4.048  0.264
H: 0.890 2.181 -2.535  0.231
H: 2.824 0.694 -2.703  0.495
H: -1.148 -4.787 -4.290  0.239
H: -1.014 -5.946 -2.944  0.242
H: -2.589 -5.538 -3.679  0.234
H: 1.584 -2.827 1.741  0.217
H: -0.148 -3.052 1.877  0.198
H: 0.757 -3.854 0.598  0.213
H: 1.537 0.467 -0.632  0.188
H: 0.309 1.379 0.295  0.237
H: 1.908 1.082 0.969  0.279
C: 2.784 4.775 -1.875  -0.410
N: 3.081 4.523 -0.475  -0.422
C: 3.219 5.635 0.450  -0.416
C: 3.228 3.276 -0.009  0.537
O: 3.456 2.975 1.146  -0.630
H: 3.572 5.381 -2.324  0.204
H: 1.831 5.303 -1.959  0.190
H: 2.733 3.842 -2.429  0.228
H: 4.212 5.628 0.901  0.216
H: 2.484 5.552 1.251  0.215
H: 3.070 6.568 -0.085  0.205
H: 3.110 2.512 -0.801  0.080
C: -0.560 -1.087 6.669  -0.398
N: -1.762 -0.974 5.868  -0.425
C: -3.061 -1.092 6.511  -0.417
C: -1.714 -0.761 4.543  0.521
O: -2.698 -0.661 3.827  -0.663
H: -0.519 -2.064 7.155  0.193
H: -0.540 -0.310 7.435  0.195
H: 0.317 -0.975 6.034  0.218
H: -3.620 -1.923 6.081  0.214
H: -3.640 -0.181 6.359  0.216
H: -2.923 -1.260 7.576  0.201
H: -0.694 -0.687 4.145  0.150

No. 3
DFT (ωB97M-V/def2-TZVPD) results for a cluster of 2 separate species, C18H36N3O3 in total.

Summary:
HOMO level = -11.045 eV
orbital gap = 8.08 eV
F_max = 0.0159 hartree/bohr
total charge = +1
LUMO level = -0.10902 Eh

Last column: natural (NBO) charge in e.
Geometry (Å):
C: 6.953 -3.046 2.774  -0.244
O: 5.987 -2.482 1.916  -0.550
C: 5.867 -1.075 2.028  -0.055
C: 4.398 -0.667 2.032  -0.430
C: 3.818 -0.379 0.639  -0.392
C: 2.754 0.725 0.616  -0.429
C: 1.329 0.220 0.854  -0.057
O: 0.752 0.775 2.048  -0.563
C: 0.296 -0.135 2.974  0.905
O: 1.006 -0.974 3.426  -0.518
N: -1.065 0.037 3.323  -0.698
C: -1.986 -0.110 2.180  -0.204
C: -3.020 -1.228 2.389  -0.420
C: -3.039 -2.317 1.305  -0.220
C: -2.883 -1.750 -0.122  -0.617
C: -4.329 -3.133 1.424  -0.598
H: 7.966 -2.724 2.510  0.166
H: 6.750 -2.791 3.820  0.166
H: 6.895 -4.126 2.661  0.195
H: 6.386 -0.606 1.183  0.164
H: 6.354 -0.726 2.944  0.173
H: 4.287 0.222 2.659  0.201
H: 3.832 -1.463 2.518  0.233
H: 4.630 -0.112 -0.040  0.206
H: 3.380 -1.298 0.238  0.200
H: 2.800 1.236 -0.349  0.200
H: 2.980 1.479 1.372  0.226
H: 1.322 -0.870 0.918  0.197
H: 0.676 0.516 0.025  0.143
H: -1.202 0.924 3.792  0.392
H: -1.399 -0.283 1.273  0.175
H: -2.512 0.837 2.036  0.182
H: -2.794 -1.691 3.349  0.240
H: -4.025 -0.806 2.480  0.201
H: -2.218 -3.013 1.499  0.205
H: -3.519 -2.273 -0.836  0.222
H: -1.850 -1.830 -0.472  0.198
H: -3.148 -0.687 -0.163  0.182
H: -4.312 -3.750 2.323  0.220
H: -5.202 -2.478 1.486  0.201
H: -4.459 -3.797 0.568  0.209
C: -3.239 3.246 -5.863  -0.622
C: -1.824 2.796 -5.554  -0.210
N: -1.695 2.265 -4.182  -0.277
C: -1.151 1.050 -3.839  -0.032
C: -1.180 0.967 -2.487  -0.043
N: -1.738 2.136 -2.025  -0.276
C: -2.040 2.902 -3.069  0.247
C: -1.965 2.481 -0.619  -0.420
H: -3.562 4.054 -5.206  0.213
H: -3.282 3.617 -6.885  0.250
H: -3.944 2.421 -5.765  0.228
H: -1.112 3.613 -5.663  0.227
H: -1.515 1.995 -6.221  0.229
H: -0.798 0.364 -4.588  0.256
H: -0.863 0.194 -1.809  0.258
H: -2.489 3.879 -3.014  0.246
H: -3.031 2.600 -0.440  0.234
H: -1.440 3.399 -0.370  0.237
H: -1.586 1.669 -0.005  0.248